Record 1
Density functional theory data (wB97M-V/def2-TZVPD) for CH6OSi2 in the gas phase.

Geometry as XYZ:
```
10
Properties=species:S:1:pos:R:3
H -2.1276 0.0276 -0.8952
H 1.2166 -0.4345 -1.9010
H -1.7713 -0.3314 1.5251
O 0.6972 -1.9653 1.6719
C 1.4592 -1.2412 0.7958
H -1.7107 1.7917 0.7551
H 2.4468 -1.5333 0.5439
Si -1.3080 0.4829 0.2579
Si 0.7891 0.0655 -0.4400
H 1.7315 1.0367 -0.2763
```

Summary:
Highest occupied orbital energy (alpha / beta): -7.68 / -11.09 eV
M: 90.2 g/mol
Spin multiplicity: 3
Net charge: 0

Here are the Mulliken charges for atoms 1 to 8, given in e: number 1, H, carries -0.088; number 2, H, carries -0.067; number 3, H, carries -0.069; number 4, O, carries -0.276; number 5, C, carries -0.297; number 6, H, carries -0.104; number 7, H, carries 0.421; number 8, Si, carries 0.284


Record 2
Density functional theory data (wB97M-V/def2-TZVPD) for 2 unconnected molecules or ions with the total composition CH6S.

Geometry as XYZ:
```
8
Properties=species:S:1:pos:R:3
S -0.2392 -2.1999 1.3840
H -0.8560 0.7072 -1.4001
H 0.0961 1.0987 0.0230
H 0.8619 0.3231 -1.4320
H -0.0942 -2.1013 2.7102
C 0.1267 1.0195 -1.0558
H 0.3061 2.0378 -1.4071
H -0.2014 -0.8850 1.1779
```

Summary:
Highest occupied orbital energy: -9.77 eV
M: 50.1 g/mol
Net charge: 0

So, what does the Mulliken scheme give us? The charges, in e, come out as: number 1, S, carries -0.249; number 2, H, carries 0.276; number 3, H, carries 0.188; number 4, H, carries 0.264; number 5, H, carries 0.144; number 6, C, carries -1.001; number 7, H, carries 0.283; number 8, H, carries 0.095


Record 3
Density functional theory data (wB97M-V/def2-TZVPD) for 2 unconnected molecules or ions with the total composition CH6S3.

Geometry as XYZ:
```
10
Properties=species:S:1:pos:R:3
C 1.6048 1.2201 0.0860
H 0.9927 -1.9119 0.8980
H 2.2098 0.6792 -0.6211
S -1.0642 -1.1973 -0.5107
S 0.3072 2.1223 -0.7825
S -0.2660 -1.6376 1.2730
H 1.2444 0.5003 0.8371
H -0.0847 -1.6277 -1.3283
H 0.7766 3.3228 -0.4100
H 2.2752 1.9410 0.5394
```

Summary:
Highest occupied orbital energy (alpha / beta): -13.68 / -12.87 eV
M: 114.3 g/mol
Spin multiplicity: 2
Net charge: +1

Here are the Mulliken charges for atoms 1 to 8, given in e: number 1, C, carries -0.643; number 2, H, carries 0.281; number 3, H, carries 0.329; number 4, S, carries 0.091; number 5, S, carries -0.061; number 6, S, carries 0.078; number 7, H, carries 0.097; number 8, H, carries 0.285


Record 4
Density functional theory data (wB97M-V/def2-TZVPD) for CH6SSi in the gas phase.

Geometry as XYZ:
```
9
Properties=species:S:1:pos:R:3
Si 0.7792 -0.2965 0.2790
H 1.2660 -1.1221 1.3861
H -0.2853 -0.8419 -2.1251
H -1.0509 0.9838 1.4993
H -1.6055 0.0772 0.0868
H -0.5923 1.6890 -0.0161
C -0.8473 0.7431 0.4546
H 1.8366 0.5202 -0.1998
S 0.4995 -1.7527 -1.3648
```

Summary:
Highest occupied orbital energy: -9.33 eV
M: 78.2 g/mol
Net charge: 0

Here are the Mulliken charges for atoms 1 to 8, given in e: number 1, Si, carries 0.576; number 2, H, carries -0.140; number 3, H, carries 0.130; number 4, H, carries 0.322; number 5, H, carries 0.300; number 6, H, carries 0.275; number 7, C, carries -0.978; number 8, H, carries -0.127


Record 5
Density functional theory data (wB97M-V/def2-TZVPD) for 2 unconnected molecules or ions with the total composition CH6Si2.

Geometry as XYZ:
```
9
Properties=species:S:1:pos:R:3
Si 0.1041 -1.2143 0.5744
C 0.3570 -0.0270 -0.9369
H 1.3162 -1.8581 1.1005
H -0.3401 -0.1453 -1.7570
Si -0.1823 1.0449 0.5598
H 0.6081 2.2236 0.9063
H 1.3563 0.1039 -1.3398
H -0.9526 -2.2168 0.4608
H -2.2669 2.0890 0.4319
```

Summary:
Highest occupied orbital energy: -8.92 eV
M: 74.2 g/mol
Net charge: 0

Here are the Mulliken charges for atoms 1 to 8, given in e: number 1, Si, carries 0.269; number 2, C, carries -0.784; number 3, H, carries -0.074; number 4, H, carries 0.320; number 5, Si, carries 0.151; number 6, H, carries -0.064; number 7, H, carries 0.343; number 8, H, carries -0.080


Record 6
Density functional theory data (wB97M-V/def2-TZVPD) for 2 unconnected molecules or ions with the total composition CH7N.

Geometry as XYZ:
```
9
Properties=species:S:1:pos:R:3
C 1.9229 -0.4836 1.1250
H 1.8115 0.3844 1.8783
H 2.8015 -1.1280 1.2419
H 0.9824 -0.9419 1.0893
H -2.4175 1.5690 -1.2155
H -1.5396 0.1889 -1.7044
H -2.9510 -0.1489 -0.9672
N -2.5632 0.5963 -1.5508
H 1.9529 -0.0363 0.1034
```

Summary:
Highest occupied orbital energy: -9.99 eV
M: 33.1 g/mol
Net charge: 0

Here are the Mulliken charges for atoms 1 to 8, given in e: number 1, C, carries -0.899; number 2, H, carries 0.206; number 3, H, carries 0.225; number 4, H, carries 0.246; number 5, H, carries 0.225; number 6, H, carries 0.234; number 7, H, carries 0.224; number 8, N, carries -0.681


Q: Look up the net charge of the fourth one.
A: 0


Q: Which value of M does entry 5 give?
A: 74.2 g/mol


Q: Among the records above, which one has the highest M?
A: CH6S3


Q: Which of these has the highest M?
A: CH6S3